{"formula": "C26H31Cl2N6O5PSTi", "method": "wB97M-V/def2-TZVPD", "spin_multiplicity": 1, "e_tot_ev": -114920.1061, "lumo_ev": -6.04, "charge": 2, "gap_ev": 6.80, "mol_weight_g_mol": 689.38, "symbols": ["H", "H", "H", "C", "H", "C", "H", "C", "H", "O", "H", "H", "C", "H", "C", "H", "C", "C", "O", "H", "C", "C", "C", "N", "C", "C", "C", "H", "C", "H", "C", "H", "C", "H", "O", "C", "C", "H", "C", "Cl", "O", "Ti", "N", "H", "O", "H", "S", "C", "H", "H", "H", "H", "N", "H", "N", "H", "C", "H", "H", "H", "H", "C", "C", "H", "H", "H", "P", "Cl", "C", "N", "C", "C", "N"], "positions_angstrom": [[-1.105, 4.878, -0.739], [-0.803, -4.384, -0.530], [1.135, 5.934, -1.195], [4.672, -0.421, 0.322], [-0.099, 2.588, 4.694], [5.802, -0.703, -0.449], [7.630, -1.174, -2.224], [-0.188, 1.417, 2.934], [-4.637, 0.137, 1.071], [1.423, -1.024, 0.948], [-3.778, -3.086, 4.649], [6.753, -0.867, -3.606], [-2.987, 2.712, 1.179], [-1.419, -4.334, -4.041], [-0.482, 1.675, 4.275], [3.156, 4.599, -1.125], [-2.530, -2.590, 3.021], [-0.156, 4.316, -0.756], [2.578, 0.834, 1.982], [0.391, 2.109, 2.305], [-1.374, -0.531, 3.060], [5.709, -0.716, -1.847], [1.025, 4.882, -1.063], [-0.647, 0.353, 2.318], [4.502, -0.336, -2.467], [-1.336, 0.892, 4.972], [-0.117, -2.723, -1.730], [-2.180, 2.769, -1.831], [-3.092, -2.365, 4.251], [-0.213, -4.981, -2.815], [-1.729, -1.689, 2.360], [6.739, -1.085, 0.027], [-4.627, 0.617, 0.066], [-1.821, -1.761, -3.752], [-0.160, -1.466, -1.354], [-3.178, 2.374, -1.667], [-0.414, -4.240, -3.606], [0.950, -4.513, -1.126], [2.172, 4.157, -0.941], [-3.459, -0.773, 6.403], [-2.049, 0.391, -0.289], [-0.391, -0.509, 0.269], [6.706, -1.181, -2.639], [-2.183, 3.415, 0.946], [-1.288, -1.815, 1.113], [-5.515, 1.236, -0.051], [2.133, 0.300, 0.761], [0.179, -3.836, -0.708], [0.628, -3.432, 0.201], [0.226, -4.284, -4.454], [2.471, 0.105, -2.274], [4.558, -0.350, -3.560], [-0.342, -2.930, -3.000], [-3.891, 3.164, -1.578], [0.927, 1.023, -0.043], [4.773, -0.468, 1.370], [-0.757, -1.795, -3.851], [-3.903, 3.225, 1.307], [-3.536, 1.759, -2.504], [-4.617, -0.181, -0.722], [-0.505, -2.030, -4.834], [0.909, 2.368, -0.409], [3.395, -0.100, -1.713], [-1.626, 1.079, 5.999], [-0.318, -0.854, -3.524], [-2.802, 2.276, 2.214], [-3.117, 1.509, -0.092], [-3.031, -3.994, 2.142], [-2.725, -1.191, 4.911], [-0.222, 3.015, -0.479], [-1.808, -0.283, 4.373], [3.490, -0.019, -0.273], [2.126, 2.907, -0.583]]}

***

{"formula": "C26H31F4N5O2STi", "method": "wB97M-V/def2-TZVPD", "spin_multiplicity": 2, "e_tot_ev": -83828.4067, "lumo_ev": [-2.58, -2.67], "charge": 1, "gap_ev": [7.72, 7.66], "mol_weight_g_mol": 601.49, "s2": 0.754, "symbols": ["C", "C", "C", "C", "C", "C", "C", "C", "C", "C", "C", "H", "N", "C", "H", "C", "F", "H", "H", "C", "C", "H", "C", "C", "H", "H", "H", "C", "H", "H", "N", "C", "C", "H", "H", "C", "O", "C", "H", "N", "H", "F", "H", "O", "H", "C", "H", "H", "C", "H", "N", "H", "H", "H", "H", "S", "C", "H", "H", "H", "Ti", "H", "H", "F", "H", "C", "H", "F", "H", "N"], "positions_angstrom": [[2.481, 1.152, 3.118], [-3.150, 0.442, 0.153], [-0.759, -2.317, -4.229], [-1.070, 0.009, -4.685], [-0.410, -1.964, -2.937], [-2.502, -1.707, 1.006], [2.035, 3.085, -1.442], [3.168, -0.610, -0.708], [4.391, -1.013, -0.213], [-1.712, 3.785, 0.157], [-0.712, 0.278, -3.379], [3.075, 0.294, -1.296], [-0.396, -0.633, 1.676], [0.755, 3.789, -1.033], [-1.498, -2.043, 2.830], [-1.656, -1.194, 2.160], [3.473, 1.897, 2.605], [1.802, 2.130, -1.914], [-1.483, 4.772, -0.244], [4.436, -2.150, 0.585], [-2.301, 3.878, 1.555], [-3.101, -0.825, -2.167], [0.379, -0.355, 4.041], [-3.146, -1.459, -1.281], [-2.644, 0.948, 0.969], [-4.187, 0.236, 0.444], [3.275, -3.769, 1.398], [3.274, -2.865, 0.805], [0.102, 3.979, -1.886], [-2.676, -2.415, -1.498], [-2.451, -0.809, -0.163], [2.094, -2.427, 0.219], [-1.101, -1.313, -5.119], [-3.151, 1.088, -0.724], [0.956, 4.737, -0.528], [0.807, -3.219, 0.264], [0.469, -4.062, -2.326], [1.318, 0.184, 4.907], [-3.541, -1.821, 1.342], [-0.393, -0.690, -2.510], [2.682, 2.906, -0.585], [-0.591, -1.100, 4.604], [-1.384, -1.551, -6.135], [-0.518, 1.523, -0.600], [3.110, 1.350, 5.170], [0.011, -3.004, -1.931], [-4.198, -1.635, -1.029], [-2.376, 3.281, -0.547], [0.448, -0.159, 2.644], [-1.321, 0.822, -5.350], [2.038, -1.288, -0.488], [2.573, 3.698, -2.164], [-2.214, -0.448, 2.741], [0.404, -3.253, 1.278], [-0.739, -3.362, -4.503], [-0.177, 2.800, 0.161], [2.389, 0.944, 4.478], [1.022, -4.240, -0.063], [5.281, -0.443, -0.432], [-2.533, 2.894, 1.958], [-0.152, -0.597, -0.362], [-2.143, -2.678, 0.673], [-3.221, 4.459, 1.530], [1.172, -0.060, 6.209], [5.372, -2.483, 1.012], [1.552, 0.620, 2.258], [-0.683, 1.289, -2.993], [1.674, 0.903, 0.930], [-1.609, 4.368, 2.238], [-0.118, -2.581, -0.653]]}

***

{"formula": "C26H31IO4", "method": "wB97M-V/def2-TZVPD", "spin_multiplicity": 1, "e_tot_ev": -43731.2780, "lumo_ev": -1.48, "gap_ev": 7.24, "mol_weight_g_mol": 534.43, "symbols": ["O", "C", "H", "H", "C", "C", "C", "C", "I", "O", "H", "H", "H", "C", "C", "H", "C", "C", "C", "C", "H", "C", "H", "H", "H", "C", "H", "H", "H", "O", "C", "H", "C", "C", "H", "C", "C", "H", "H", "H", "H", "H", "H", "C", "H", "H", "H", "H", "H", "O", "C", "C", "H", "C", "C", "H", "C", "H", "C", "H", "H", "C"], "positions_angstrom": [[5.407, 0.622, -2.217], [-1.271, -2.969, 3.428], [2.677, -1.356, -0.297], [-4.859, -1.869, 3.860], [-3.445, -2.925, 0.577], [0.223, -2.295, 3.383], [-0.764, 0.315, 2.909], [-2.556, 3.959, -0.835], [-6.197, -4.143, 1.314], [-4.677, 0.698, 3.425], [-2.815, -1.973, 0.294], [-5.263, 7.042, -4.259], [5.157, -0.946, -0.337], [-5.000, 4.842, -2.890], [-3.252, 1.802, 1.504], [4.287, -3.905, 0.280], [3.352, -1.949, 0.330], [-3.546, 0.686, 2.715], [-4.053, 3.271, -0.819], [-5.104, 6.122, -3.515], [-1.405, -4.127, 3.582], [4.626, -1.163, 0.595], [-5.303, 2.594, -2.611], [4.937, -0.326, -5.407], [-5.456, 1.666, 0.462], [4.636, -0.076, -4.385], [1.160, -3.019, 3.506], [-6.266, 3.598, -1.313], [-2.276, 4.766, -1.668], [0.236, 2.768, 3.187], [-4.682, -2.551, 1.639], [-4.194, -3.625, 3.659], [-2.561, -1.979, 3.224], [-1.352, 3.601, 0.270], [2.725, -3.835, -0.524], [-1.729, 2.489, 1.424], [-5.255, 3.551, -1.903], [4.397, -0.217, 1.097], [4.784, 1.366, -2.264], [5.874, 2.404, -4.158], [5.298, -1.718, 1.260], [-3.989, -3.306, -0.408], [3.899, 0.734, -4.425], [6.544, 1.538, -4.127], [6.539, -0.515, -3.479], [3.273, -2.718, 2.128], [1.624, -0.263, 3.088], [-2.822, -3.776, 1.094], [7.399, 1.822, -3.504], [2.682, -2.192, 1.564], [5.837, 0.325, -3.543], [-2.284, -0.381, 2.972], [4.152, -3.121, -1.312], [0.526, -0.674, 3.124], [-4.128, -2.520, 3.217], [4.131, -0.942, -3.946], [3.650, -3.275, -0.351], [-5.077, -1.496, 1.283], [-4.407, 2.184, 0.402], [-0.286, 4.094, 0.256], [6.902, 1.336, -5.141], [-0.657, 1.954, 2.591]]}